No. 1
The following is a quantum chemistry calculation of a cluster of 7 separate species, C56H68N7O2 in total, from OMol25.

ORCA input file:
```
! RIJCOSX wB97M-V def2-TZVPD def2/J DEFGRID3
* xyz 1 1
C 2.5417 -0.7262 -4.5476
C 2.0926 0.4617 -3.6900
C 1.1911 0.0637 -2.5466
C 1.6820 -0.0507 -1.2399
C 3.1274 0.1812 -0.8675
C 3.5170 1.6733 -1.0126
C 4.1141 -0.7658 -1.5772
C 5.4667 -0.7454 -0.8708
C 0.7774 -0.4104 -0.2166
C 1.1295 -0.5592 1.2419
O 1.6922 0.6579 1.7262
C 2.2826 0.5733 2.9525
C 2.7288 1.9167 3.4372
O 2.4094 -0.4766 3.5251
C -0.5194 -0.6700 -0.5485
N -0.9731 -0.5756 -1.8091
C -2.4225 -0.8666 -1.9507
C -3.2588 0.1644 -1.2426
C -2.9355 1.5122 -1.2917
C -3.7139 2.4420 -0.6314
C -4.8366 2.0526 0.1004
C -5.6519 3.0833 0.8266
C -5.1560 0.7051 0.1326
C -4.3776 -0.2328 -0.5250
C -0.1528 -0.2160 -2.8262
C -0.7407 -0.1645 -4.2063
C -0.8962 -1.5667 -4.9067
C -2.3022 -1.7102 -5.5129
C -0.6092 -2.7267 -3.9588
H 1.7716 -1.0326 -5.2522
H 3.4217 -0.4664 -5.1331
H 2.7736 -1.5913 -3.9286
H 1.5926 1.2040 -4.3106
H 2.9676 0.9658 -3.2925
H 3.2355 -0.0667 0.1817
H 4.2248 1.8088 -1.8318
H 2.6535 2.2963 -1.2386
H 3.9891 2.0443 -0.1076
H 4.2610 -0.4645 -2.6127
H 3.7104 -1.7793 -1.5401
H 5.8867 0.2606 -0.8671
H 6.1807 -1.4035 -1.3589
H 5.3568 -1.0491 0.1715
H 1.8035 -1.4022 1.3932
H 0.2160 -0.7484 1.8059
H 1.8948 2.6137 3.4081
H 3.5307 2.2895 2.8025
H 3.0838 1.8100 4.4562
H -1.2493 -0.9481 0.1984
H -2.6810 -0.9532 -2.9959
H -2.5762 -1.8406 -1.4863
H -2.0687 1.8581 -1.8438
H -3.4526 3.4912 -0.6808
H -5.0234 3.6262 1.5304
H -6.4913 2.6463 1.3584
H -6.0037 3.8321 0.1180
H -6.0214 0.3729 0.6901
H -4.6343 -1.2842 -0.4830
H -1.7247 0.2947 -4.1267
H -0.1636 0.5009 -4.8385
H -0.2115 -1.5981 -5.7513
H -2.7127 -0.7519 -5.8296
H -2.9961 -2.1791 -4.8145
H -2.2682 -2.3548 -6.3894
H -1.4579 -2.8947 -3.2989
H 0.3159 -2.6021 -3.3981
H -0.5060 -3.6469 -4.5350
N -1.8015 -6.0635 -4.3393
C -0.9715 -6.3664 -3.3418
C -0.6021 -7.6647 -3.0263
C -1.1267 -8.7037 -3.7799
C -1.9957 -8.4053 -4.8175
C -2.2982 -7.0728 -5.0536
H -0.5861 -5.5220 -2.7773
H 0.0794 -7.8526 -2.2075
H -0.8616 -9.7303 -3.5624
H -2.4331 -9.1780 -5.4359
H -2.9727 -6.7996 -5.8584
N 4.0429 4.7070 6.1765
C 3.7523 3.5881 6.8375
C 4.5700 3.0296 7.8064
C 5.7621 3.6711 8.1079
C 6.0828 4.8366 7.4313
C 5.1910 5.3106 6.4799
H 2.8091 3.1192 6.5746
H 4.2784 2.1180 8.3100
H 6.4285 3.2704 8.8609
H 6.9906 5.3799 7.6395
H 5.4055 6.2248 5.9378
N -3.7859 -9.5719 -7.3828
C -3.5138 -8.7800 -8.4183
C -4.4867 -8.2158 -9.2290
C -5.8164 -8.4903 -8.9520
C -6.1153 -9.3144 -7.8793
C -5.0681 -9.8268 -7.1288
H -2.4620 -8.5919 -8.6063
H -4.2057 -7.5806 -10.0576
H -6.6054 -8.0716 -9.5629
H -7.1379 -9.5588 -7.6274
H -5.2634 -10.4750 -6.2816
N -1.2072 -4.4285 -0.1161
C -0.9645 -3.6134 0.9093
C -1.8318 -3.4386 1.9765
C -3.0215 -4.1516 1.9806
C -3.2867 -5.0089 0.9252
C -2.3495 -5.1158 -0.0925
H -0.0168 -3.0830 0.8775
H -1.5764 -2.7691 2.7870
H -3.7246 -4.0461 2.7964
H -4.1991 -5.5875 0.8887
H -2.5198 -5.7738 -0.9381
N 6.9042 7.7976 8.5957
C 5.8230 8.3140 9.1746
C 5.8267 9.5084 9.8788
C 7.0193 10.2046 9.9897
C 8.1541 9.6794 9.3930
C 8.0434 8.4782 8.7097
H 4.9095 7.7382 9.0671
H 4.9163 9.8803 10.3280
H 7.0639 11.1400 10.5321
H 9.1065 10.1874 9.4544
H 8.9100 8.0374 8.2289
N -4.8375 6.0659 2.4219
C -4.8775 7.3562 2.0951
C -4.1764 8.3419 2.7730
C -3.3916 7.9700 3.8522
C -3.3409 6.6315 4.2067
C -4.0784 5.7248 3.4614
H -5.5060 7.6111 1.2490
H -4.2481 9.3746 2.4614
H -2.8313 8.7099 4.4086
H -2.7450 6.2954 5.0439
H -4.0635 4.6685 3.7117
*
```

For the frontier orbital gap, the calculation gives 0.289 hartree. Its HOMO energy is -10.74 eV. As for the lowest unoccupied orbital energy: -2.88 eV.


No. 2
The following is a quantum chemistry calculation of a structure of composition C8H16ClIN2OPV, from OMol25.

ORCA input file:
```
! RIJCOSX wB97M-V def2-TZVPD def2/J DEFGRID3
* xyz 2 3
C 3.5649 -1.0881 -0.3055
I 3.0880 1.2397 0.5573
H 2.8439 -1.0886 -1.1423
H 3.9971 -2.0975 -0.2867
H 4.4126 -0.4205 -0.5214
V -1.9419 0.4148 0.4311
P -0.9933 0.4460 -1.6446
C 0.5331 0.9069 -2.4766
C -1.5629 -1.0864 -2.4536
H -3.1647 1.5904 -1.5323
H -2.4965 1.4693 -3.2000
H -1.8525 2.6868 -2.0586
C -2.2561 1.6731 -2.1526
H -2.4882 -1.4483 -1.9864
H -1.7269 -0.8904 -3.5193
H 0.2886 1.5292 -3.3469
H 1.0596 0.0006 -2.8024
H -0.7820 -1.8455 -2.3263
H 1.1725 1.4604 -1.7787
C 2.8444 -0.8093 0.9471
O 2.3024 -1.4618 1.7911
Cl -3.9209 -0.4890 0.4471
N -1.2345 -0.8084 2.8742
C -0.5150 -0.7241 3.9997
C 0.3494 0.3589 3.8662
C 0.1364 0.8822 2.5882
N -0.8369 0.1799 1.9636
H -1.8629 -1.5580 2.5928
H -0.6698 -1.4208 4.8098
H 1.0595 0.7155 4.5830
H 0.6525 1.6829 2.0829
*
```

For the frontier orbital gap (alpha / beta), the calculation gives 0.193 / 0.226 hartree. Its HOMO energy (alpha / beta) is -14.88 / -14.88 eV. The calculation puts the energy relative to the best compared isomer or geometry (same formula, charge and spin) at 1.7 kJ/mol. As for the lowest unoccupied orbital energy (alpha / beta): -9.65 / -8.74 eV.


No. 3
The following is a quantum chemistry calculation of an isolated molecule of C7H13NO, from OMol25.

ORCA input file:
```
! RIJCOSX wB97M-V def2-TZVPD def2/J DEFGRID3
* xyz 0 1
C 0.7299 0.1131 0.4766
C -0.3599 -0.6762 -0.3287
C 0.3698 -1.8937 0.0117
C 2.1780 0.1541 0.0213
C -0.3714 -0.2875 -1.8044
C -1.7581 -0.5871 0.2867
C -0.7683 2.3065 1.1745
O 0.5526 0.3804 1.8140
N 0.3112 1.7242 0.8150
H 1.1273 -2.2931 -0.6456
H 0.2238 -2.3637 0.9738
H 2.7807 -0.4939 0.6578
H 2.3095 -0.1420 -1.0168
H 2.5422 1.1751 0.1454
H 0.5904 -0.4633 -2.2850
H -0.6291 0.7658 -1.9238
H -1.1134 -0.8930 -2.3287
H -1.7218 -0.6893 1.3701
H -2.3620 -1.3980 -0.1201
H -2.2531 0.3482 0.0354
H -0.8539 3.3385 0.8501
H -1.5245 1.8749 1.8206
*
```

For the frontier orbital gap (alpha / beta), the calculation gives 0.299 / 0.240 hartree. Its HOMO energy (alpha / beta) is -7.79 / -6.71 eV. The calculation puts the energy relative to the best compared isomer or geometry (same formula, charge and spin) at 663.0 kJ/mol. As for the lowest unoccupied orbital energy (alpha / beta): 0.36 / -0.18 eV.


No. 4
The following is a quantum chemistry calculation of a cluster of 2 separate species, C5H12N2 in total, from OMol25.

ORCA input file:
```
! RIJCOSX wB97M-V def2-TZVPD def2/J DEFGRID3
* xyz 0 1
C -2.6001 -0.4980 -1.7978
N -1.5834 -1.2229 -1.9815
C -0.4250 -0.9322 -1.1220
C 0.5042 -2.1433 -1.1028
H -2.6775 0.2589 -1.0117
H -3.4601 -0.6675 -2.4408
H 0.0921 -0.0314 -1.4490
H -0.7603 -0.7500 -0.0932
H 1.3198 -1.9657 -0.3990
H -0.0497 -3.0136 -0.7692
H 0.9457 -2.2947 -2.0852
C 1.5482 1.9796 0.6246
N 1.3610 1.0073 1.3995
C 0.7747 1.3215 2.7040
H 1.9501 1.7834 -0.3676
H 1.2780 3.0172 0.8495
H -0.1696 0.7751 2.7434
H 0.5221 2.3838 2.7953
H 1.4298 0.9926 3.5035
*
```

For the frontier orbital gap, the calculation gives 0.388 hartree. Its HOMO energy is -9.61 eV. The calculation puts the energy relative to the best compared isomer or geometry (same formula, charge and spin) at 210.6 kJ/mol. As for the lowest unoccupied orbital energy: 0.96 eV.